[1]
This record from the Open Molecules 2025 dataset describes 6 unconnected molecules or ions with the total composition C39H51BF5N4O18S2 in a non-equilibrium geometry. The level of theory is ωB97M-V with the def2-TZVPD basis set.

Charge = +1
Frontier orbital gap = 7.0 eV
LUMO = -3.972 eV
HOMO level = -10.97 eV

XYZ file:
```
120
Properties=species:S:1:pos:R:3:mulliken_charge:R:1
C -4.6129 -1.3510 5.6451 -0.88
C -4.5080 -1.0357 4.3190 -0.30
C -5.6029 -0.2972 3.6236 -1.60
N -5.2777 0.0365 2.2193 0.23
C -4.9177 1.2510 1.9505 1.17
C -4.7385 2.3047 2.9685 -2.09
C -4.6968 1.6174 0.7024 0.04
B -4.3127 3.0855 0.2561 1.35
N -5.3535 4.0735 0.1562 -0.57
O -3.0408 3.3879 -0.0480 -0.69
C -4.8360 0.7205 -0.2692 0.68
C -4.6109 1.2277 -1.6615 -1.37
O -3.5591 1.2129 -2.2418 -0.33
O -5.7353 1.7688 -2.2036 -0.49
C -5.1413 -0.5691 0.0032 0.72
C -5.2675 -1.4723 -1.1982 -2.04
C -4.0031 -2.0725 -1.9216 -1.38
C -2.5882 -1.4911 -1.7318 -0.05
S -1.8453 -1.4352 -3.4217 -0.22
C -0.8296 -0.0125 -3.4995 -0.02
S -1.0166 0.9939 -4.7267 -0.14
N 0.1531 0.1972 -2.5183 0.37
C 0.3655 1.3237 -1.8174 -0.95
C 1.4113 1.0257 -1.0457 -0.99
N 1.8190 -0.2146 -1.2763 -0.01
C 1.0707 -0.7317 -2.1666 -0.38
C -5.3676 -0.8977 1.2579 -0.12
C -5.7678 -2.3450 1.5656 1.18
F -6.0443 -2.6272 2.8356 -0.25
F -6.9116 -2.5643 0.9237 -0.32
C -4.7202 -3.4423 1.1527 0.61
F -3.5782 -2.9006 0.8432 -0.12
F -4.4886 -4.2273 2.1798 -0.29
F -5.1827 -4.2058 0.2044 -0.25
H -5.3377 -2.0866 5.9568 0.31
H -3.9631 -0.8647 6.3497 0.28
H -3.6728 -1.3526 3.7240 0.60
H -6.5378 -0.8419 3.6041 0.74
H -5.8336 0.5481 4.2260 0.76
H -5.5780 2.9817 2.8940 0.35
H -3.8413 2.8630 2.7844 0.44
H -4.6184 1.9425 3.9638 0.57
H -5.3126 4.4802 -0.7664 0.02
H -5.2415 4.8030 0.8480 0.29
H -2.4321 2.7465 0.3369 0.30
H -5.5713 2.7223 -2.3031 0.44
H -5.7706 -0.8762 -1.9413 0.95
H -5.9447 -2.2821 -1.0331 0.69
H -3.9477 -3.1181 -1.7030 0.47
H -4.2189 -2.0298 -2.9753 0.70
H -1.9942 -2.1911 -1.1889 0.32
H -2.4938 -0.5567 -1.2153 0.24
H -0.1971 2.2134 -1.8986 0.92
H 1.8742 1.6841 -0.3527 0.71
H 1.1273 -1.7099 -2.5657 0.54
C -1.4734 5.6868 -4.2014 -1.54
C -2.5781 5.2272 -3.2852 0.91
C -3.5807 4.2901 -3.9145 -0.16
O -4.7625 4.5454 -3.1197 -0.34
C -4.6622 5.8397 -2.6594 0.54
O -5.5415 6.4240 -2.1247 -0.52
O -3.4327 6.3296 -2.8939 -0.40
H -0.9722 6.5589 -3.7850 0.39
H -0.7401 4.8938 -4.3445 0.36
H -1.8661 5.9769 -5.1763 0.38
H -2.1563 4.7990 -2.3717 -0.02
H -3.2892 3.2430 -3.8521 -0.02
H -3.8068 4.5398 -4.9517 0.39
C 2.7771 -4.4106 1.8395 -1.29
C 1.3222 -4.0267 1.7376 0.49
C 0.8389 -3.6978 0.3480 -0.44
O -0.2471 -2.7991 0.6165 -0.01
C 0.0121 -2.1920 1.7885 0.36
O -0.6075 -1.2589 2.2029 -0.51
O 1.0503 -2.7711 2.4165 -0.37
H 3.1161 -4.3469 2.8722 0.38
H 2.9294 -5.4278 1.4818 0.40
H 3.4064 -3.7380 1.2544 0.10
H 0.6982 -4.7942 2.2028 0.28
H 0.4926 -4.5658 -0.2073 0.37
H 1.5837 -3.1631 -0.2452 0.16
C 4.4314 0.8665 -2.2827 -1.27
C 5.9374 0.7816 -2.2525 0.61
C 6.6865 1.8050 -3.0719 -0.58
O 7.9137 1.1121 -3.3626 -0.34
C 7.6343 -0.2140 -3.3639 0.60
O 8.3721 -1.0644 -3.7423 -0.55
O 6.3930 -0.4425 -2.8679 -0.34
H 4.0035 -0.0551 -1.9112 0.28
H 4.0771 1.6917 -1.6686 0.38
H 4.0602 1.0089 -3.3006 0.31
H 6.2844 0.7851 -1.2152 0.24
H 6.8835 2.7264 -2.5300 0.32
H 6.1923 2.0412 -4.0169 0.33
C 9.5096 -3.1018 -0.6224 -1.34
C 8.2819 -3.4861 0.1562 0.45
C 7.2481 -4.2537 -0.6308 -0.46
O 6.0304 -3.9008 0.0580 -0.25
C 6.2283 -2.6782 0.6050 0.57
O 5.3708 -1.9988 1.0708 -0.43
O 7.5230 -2.3182 0.5351 -0.37
H 10.0674 -2.3178 -0.1126 0.35
H 10.1691 -3.9558 -0.7707 0.39
H 9.2382 -2.7077 -1.6035 0.24
H 8.5559 -4.0162 1.0719 0.28
H 7.4079 -5.3285 -0.6165 0.29
H 7.1637 -3.9144 -1.6648 0.29
C 4.4321 -0.0743 4.4761 -1.42
C 3.1418 0.5739 4.0571 0.67
C 3.0738 0.9512 2.5976 -0.15
O 2.1427 2.0490 2.6217 -0.23
C 2.2354 2.6259 3.8457 0.49
O 1.7402 3.6666 4.1333 -0.57
O 2.9683 1.8634 4.6844 -0.38
H 4.5475 -0.0592 5.5590 0.39
H 4.4686 -1.1068 4.1316 0.31
H 5.2860 0.4596 4.0585 0.36
H 2.2920 -0.0499 4.3450 0.22
H 2.7122 0.1483 1.9606 0.09
H 4.0262 1.3169 2.2090 0.23
```

=====

[2]
This record from the Open Molecules 2025 dataset describes a molecular structure, C3H7O4Tl in a non-equilibrium geometry. The level of theory is ωB97M-V with the def2-TZVPD basis set.

Charge = +2
Energy relative to the best compared isomer or geometry (same formula, charge and spin) = 2.6204 eV
Frontier orbital gap = 3.2 eV
LUMO = -15.643 eV
HOMO level = -18.88 eV

XYZ file:
```
15
Properties=species:S:1:pos:R:3:mulliken_charge:R:1
Tl -2.5015 -0.3545 -2.3960 1.06
O -1.7275 -2.6536 -1.0503 -0.22
H -1.9670 -3.2136 -0.2863 0.39
C 0.8617 2.6988 -0.7431 -0.49
O 1.1865 1.6378 0.1089 -0.21
C 0.3273 0.5993 0.3625 0.70
O -0.7452 0.4181 -0.2312 -0.48
O 0.9884 -0.3227 1.1756 -0.10
C 0.4398 -1.6112 1.4492 -0.36
H -0.0896 3.1017 -0.3955 0.32
H 0.6681 2.2438 -1.7144 0.28
H 1.6496 3.4458 -0.8399 0.26
H 0.3818 -2.2836 0.5932 0.21
H -0.5821 -1.5827 1.8273 0.34
H 1.1096 -2.1233 2.1400 0.31
```

=====

[3]
This record from the Open Molecules 2025 dataset describes a single C17H24ClN3O molecule. The level of theory is ωB97M-V with the def2-TZVPD basis set.

Structure (SMILES) = Cc1c(CN2CCN(C)[C@@H](CCO)C2)[nH]c2c(Cl)cccc12
Frontier orbital gap = 8.5 eV
LUMO = 0.596 eV
HOMO level = -7.93 eV

XYZ file:
```
46
Properties=species:S:1:pos:R:3:mulliken_charge:R:1
C -3.2454 0.6956 1.8203 -1.85
C -2.2290 1.4495 1.0317 0.47
C -0.8734 1.5077 1.2272 0.90
N -0.3116 2.3281 0.2750 0.06
C -1.2872 2.8103 -0.5376 -1.01
C -1.2286 3.6641 -1.6308 0.44
C -2.3958 3.9931 -2.2829 -0.46
C -3.6170 3.4700 -1.8465 -0.64
C -3.6970 2.6201 -0.7673 -0.73
C -2.5230 2.2782 -0.0948 1.14
H -4.6472 2.2224 -0.4458 0.41
H -4.5133 3.7475 -2.3803 0.37
H -2.3671 4.6556 -3.1335 0.44
Cl 0.3064 4.2927 -2.1489 -0.26
H 0.6653 2.5560 0.2017 0.30
C 0.0006 0.8069 2.2206 -1.98
N 0.5814 -0.4486 1.7600 0.19
C -0.4009 -1.4723 1.4683 -0.43
C 0.3267 -2.7840 1.2077 -1.00
N 1.2284 -2.6609 0.0751 0.05
C 1.8378 -3.9435 -0.2185 -1.25
H 1.0477 -4.6855 -0.3243 0.40
H 2.5233 -4.2772 0.5766 0.36
H 2.3808 -3.8950 -1.1583 0.36
C 2.2025 -1.6092 0.3449 0.37
C 1.4521 -0.2992 0.6119 -1.13
H 2.1808 0.4872 0.8270 0.33
H 0.8848 -0.0329 -0.2943 0.45
C 3.1979 -1.4154 -0.8053 -1.08
H 3.8369 -2.2960 -0.8895 0.38
H 3.8444 -0.5675 -0.5608 0.58
C 2.5287 -1.1831 -2.1647 -0.46
O 3.4137 -1.4159 -3.2368 -0.55
H 4.1586 -0.8092 -3.1619 0.32
H 2.1230 -0.1643 -2.2254 0.24
H 1.7082 -1.8896 -2.2973 0.34
H 2.7820 -1.8545 1.2588 0.18
H -0.4049 -3.5628 0.9800 0.46
H 0.8739 -3.0734 2.1233 0.42
H -1.0594 -1.5879 2.3314 0.40
H -1.0099 -1.2149 0.5863 0.29
H 0.8320 1.4621 2.5014 0.43
H -0.5746 0.5833 3.1223 0.58
H -3.6111 -0.1624 1.2557 0.31
H -4.0962 1.3379 2.0419 0.53
H -2.8255 0.3370 2.7562 0.32
```

=====

[4]
This record from the Open Molecules 2025 dataset describes 8 unconnected molecules or ions with the total composition C5H24O8 in a non-equilibrium geometry. The level of theory is ωB97M-V with the def2-TZVPD basis set.

Charge = +1
Frontier orbital gap (spin up / spin down) = 8.0 / 4.1 eV
Multiplicity = 2
LUMO (spin up / spin down) = -5.681 / -9.549 eV
HOMO level (spin up / spin down) = -13.66 / -13.66 eV

XYZ file:
```
37
Properties=species:S:1:pos:R:3:mulliken_charge:R:1
O 0.0345 2.2507 0.3735 -0.18
C 1.0584 2.8101 0.2450 0.02
C 2.2952 2.0574 -0.4136 -0.66
C 2.9472 1.0584 0.5786 0.51
C 1.9247 0.1578 1.3060 -1.24
C 3.8514 0.1675 -0.2651 -1.39
H 1.2265 3.8893 0.3903 0.45
H 1.7558 1.6146 -1.2570 0.25
H 3.0027 2.8258 -0.7185 0.51
H 3.4932 1.7232 1.2496 0.32
H 1.0743 0.6432 1.7818 0.37
H 2.5043 -0.5321 1.9042 0.43
H 1.3392 -0.3016 0.4955 0.24
H 4.4817 0.7565 -0.9375 0.43
H 4.5005 -0.3955 0.4046 0.41
H 3.3283 -0.5085 -0.9404 0.33
H 0.5357 -2.8583 0.9076 0.29
H 0.6355 -2.9054 -0.5780 0.40
O 0.5885 -3.4976 0.1881 -0.69
H -2.2017 3.2620 1.4724 0.25
H -1.8293 2.2821 0.3555 0.51
O -2.5658 2.5926 0.8846 -0.59
H -2.1567 -2.9910 0.0965 0.32
H -1.0690 -3.6146 -0.8383 0.40
O -2.0075 -3.3761 -0.7620 -0.74
H -0.4591 -2.1355 -2.6716 0.29
H -1.1945 -2.1001 -1.3050 0.45
O -0.4154 -1.7828 -1.7814 -0.74
H -1.2612 0.9398 -2.5444 0.30
H 0.0271 0.3183 -2.1192 0.35
O -0.3424 1.1771 -2.3922 -0.64
H -2.3286 -1.8131 1.1005 0.36
H -1.5726 -0.7055 1.6563 0.25
O -1.4201 -1.6054 1.3511 -0.54
H -3.6081 0.4289 1.7688 0.31
H -3.8453 0.5599 0.2528 0.27
O -3.7408 -0.0792 0.9627 -0.62
```

=====

[5]
This record from the Open Molecules 2025 dataset describes a molecular structure, C42H56BiF5IN6O6PS2SeTe in a non-equilibrium geometry. The level of theory is ωB97M-V with the def2-TZVPD basis set.

Energy relative to the best compared isomer or geometry (same formula, charge and spin) = 0.5375 eV
Frontier orbital gap = 7.6 eV
LUMO = -0.049 eV
HOMO level = -7.68 eV

XYZ file:
```
122
Properties=species:S:1:pos:R:3:mulliken_charge:R:1
Bi -0.2881 -0.0132 0.7593 2.02
I -1.5581 0.1933 3.3653 0.22
C -1.6004 -1.5863 4.5298 0.03
C -2.7885 -1.5700 5.2058 -0.37
C -3.1303 -2.5725 6.1379 -1.03
C -2.2467 -3.5691 6.3843 -0.91
C -1.0006 -3.6205 5.7078 1.39
C -0.0997 -4.6573 6.0533 -0.88
C 1.1247 -4.7433 5.4710 -1.16
C 1.4718 -3.8111 4.4791 -0.10
C 0.6254 -2.8094 4.0769 0.34
P 1.2737 -1.7163 2.7495 0.95
C 1.9233 -2.8519 1.4667 0.80
C 2.6812 -2.2635 0.4480 -0.47
C 3.1221 -3.0171 -0.6304 -1.09
C 2.7898 -4.3618 -0.7245 -0.73
C 2.0064 -4.9437 0.2634 -0.80
C 1.5733 -4.1932 1.3486 -1.06
C 2.7458 -1.0858 3.6355 0.73
C 4.0579 -1.2034 3.2017 -0.43
C 5.0865 -0.5973 3.9147 -0.60
C 4.8131 0.1247 5.0627 -0.61
C 3.5006 0.2425 5.5065 -0.65
C 2.4749 -0.3526 4.7941 -0.86
C -0.6447 -2.6436 4.7270 -0.37
H -3.4871 -0.7610 5.0329 0.44
H -4.0798 -2.5229 6.6549 0.42
H -2.4694 -4.3423 7.1099 0.39
H -0.4049 -5.3677 6.8125 0.39
H 1.8252 -5.5170 5.7578 0.43
H 2.4445 -3.8922 4.0081 0.53
H 2.9317 -1.2084 0.4869 0.34
H 3.7246 -2.5436 -1.3957 0.54
H 3.1380 -4.9530 -1.5623 0.40
H 1.7366 -5.9909 0.1941 0.43
H 0.9490 -4.6566 2.1013 0.49
H 4.2967 -1.7513 2.3017 0.35
H 6.1027 -0.6759 3.5506 0.44
H 5.6146 0.6136 5.6013 0.36
H 3.2762 0.8080 6.4023 0.44
H 1.4495 -0.2288 5.1289 0.28
O 0.6832 2.4401 3.9386 -0.45
H 0.7698 3.2507 4.4483 0.20
H 1.5877 2.2323 3.6594 0.12
Se -4.9490 1.5958 -0.5845 -0.24
C -3.5636 0.5837 -0.0805 -0.30
N -2.6537 -0.0844 0.2176 0.16
C -2.2384 -2.1990 -3.1320 -0.40
N -0.8030 -2.3717 -3.2695 0.27
C -0.2540 -2.3668 -4.6077 -0.82
C -0.0071 -2.3634 -2.1954 0.05
O -0.4108 -2.3044 -1.0373 0.42
H -2.7630 -3.0448 -3.5811 0.38
H -2.5443 -1.2772 -3.6315 0.06
H -2.4862 -2.1211 -2.0770 -0.06
H -0.7365 -3.1345 -5.2146 0.40
H 0.8147 -2.5709 -4.5691 0.26
H -0.4110 -1.3928 -5.0790 0.11
H 1.0652 -2.3925 -2.4316 0.01
C 1.2137 5.3033 -0.6075 -0.90
N 0.1264 4.5280 -0.0066 0.59
C -0.9896 5.1451 0.4969 -0.34
C -1.8983 4.4720 1.2066 -1.29
C -1.6806 3.0638 1.4718 0.10
O -2.4091 2.4196 2.2150 -0.61
N -0.6023 2.4606 0.8351 0.91
C 0.2875 3.1933 0.1748 0.27
O 1.3098 2.6515 -0.3753 -0.31
H 1.0744 6.3471 -0.3368 0.45
H 1.2135 5.2019 -1.6918 0.11
H 2.1629 4.9485 -0.2185 0.21
H -1.0666 6.2051 0.2967 0.44
H -2.7739 4.9471 1.6195 0.56
C -3.6821 1.6229 -4.7165 -0.57
C -3.9059 3.1352 -4.7960 -0.82
C -2.6977 3.9832 -4.3945 0.00
C -2.3704 4.0047 -2.8997 -1.20
N -1.8553 2.7501 -2.3745 0.96
C -0.6814 2.1893 -2.6909 -0.87
S -0.4012 0.5469 -2.3160 0.11
N 0.2086 2.9320 -3.3540 0.51
C 1.5660 2.5224 -3.7092 -0.54
C 1.9118 2.9890 -5.1163 -1.09
C 1.0354 2.3589 -6.2006 0.36
C 1.2807 0.8600 -6.3644 -1.03
H -4.4504 1.0930 -5.2819 0.51
H -3.7302 1.2529 -3.6929 0.04
H -2.7073 1.3492 -5.1318 0.04
H -4.7642 3.4151 -4.1774 0.32
H -4.1619 3.3959 -5.8254 0.38
H -2.8751 5.0207 -4.6934 0.47
H -1.8231 3.6354 -4.9551 -0.22
H -3.2648 4.2205 -2.3138 0.62
H -1.6579 4.8107 -2.6916 0.18
H -2.5398 2.1117 -1.9840 -0.53
H -0.0565 3.8729 -3.5994 0.49
H 1.6086 1.4401 -3.6235 0.37
H 2.2674 2.9151 -2.9723 -0.21
H 2.9600 2.7396 -5.2986 0.48
H 1.8338 4.0816 -5.1669 0.38
H 1.2212 2.8680 -7.1490 0.39
H -0.0181 2.5235 -5.9549 -0.31
H 2.3343 0.6596 -6.5727 0.34
H 0.6914 0.4516 -7.1866 0.43
H 1.0093 0.3139 -5.4576 -0.05
F 2.9161 1.0416 -0.8034 -0.50
Te 2.9706 1.9371 0.8753 1.32
F 3.8108 2.2050 2.5607 -0.41
F 2.1619 3.5037 1.6742 -0.43
F 4.5308 0.8653 0.8416 -0.37
F 3.9622 3.2277 0.0060 -0.36
O 1.8285 0.7038 1.6042 -0.32
C -1.9176 -4.7246 0.6709 -0.95
S -2.4200 -3.0285 0.8204 0.58
C -3.6771 -3.2414 2.0618 -1.13
O -1.2752 -2.3704 1.5730 -0.60
H -1.5914 -5.0839 1.6472 0.29
H -1.0920 -4.7442 -0.0403 0.05
H -2.7589 -5.3075 0.2942 0.54
H -4.4666 -3.8836 1.6696 0.49
H -4.0767 -2.2512 2.2782 0.27
H -3.2198 -3.6678 2.9556 0.24
```

=====

[6]
This record from the Open Molecules 2025 dataset describes a single C4H5NO3 molecule in a non-equilibrium geometry. The level of theory is ωB97M-V with the def2-TZVPD basis set.

Structure (SMILES) = COn1occc1=O
Energy relative to the best compared isomer or geometry (same formula, charge and spin) = 4.9216 eV
Frontier orbital gap = 10.1 eV
LUMO = 0.469 eV
HOMO level = -9.61 eV

XYZ file:
```
13
Properties=species:S:1:pos:R:3:mulliken_charge:R:1
C 2.3243 -0.0527 -0.0626 -0.40
C -1.8145 -0.9902 0.0504 0.08
C -2.1604 0.3198 0.2405 -0.68
C -0.8585 1.0800 0.0303 0.48
H 2.7058 0.8721 -0.7527 0.21
H 2.1760 -0.9621 -0.7605 0.23
H 3.0916 -0.2490 0.7425 0.23
H -2.4618 -1.8816 -0.1010 0.36
H -3.1245 0.6745 0.3401 0.43
N 0.1172 0.0275 -0.2664 0.11
O 1.1315 0.1033 0.6542 -0.21
O -0.5445 -1.2368 -0.0536 -0.25
O -0.5821 2.2953 -0.0612 -0.58
```